# 1
Below is the molecule C12H8N2 in a non-equilibrium geometry, with properties calculated with ωB97M-V/def2-TZVPD.

## Properties
- ΔE to the lowest compared entry with this formula, charge and spin (kJ/mol) = 546.32
- spin multiplicity = 1
- E_LUMO (eV) = -0.4

Bonds (Å) are listed after each position.
Cartesian coordinates (Å):
1 C -1.27 -0.63 1.02  C9 1.434, C11 1.398, N22 1.378
2 C 1.53 -0.80 0.45  C4 1.394, C15 1.439, N17 1.334
3 C -1.61 0.45 -0.89  C11 1.241, C16 1.447, H21 1.219
4 C 0.94 -1.24 1.64  C2 1.394, H5 0.963, C9 1.322
5 H 1.65 -1.74 2.06  C4 0.963
6 H 4.30 -0.48 -0.83  C7 1.051
7 C 3.40 0.01 -0.59  H6 1.051, C12 1.450, N17 1.364
8 C -3.31 0.00 0.46  H13 1.044, C16 1.400, N22 1.332
9 C -0.35 -1.28 1.92  C1 1.434, C4 1.322, H10 1.170
10 H -0.90 -1.37 2.95  C9 1.170
11 C -0.77 -0.15 -0.20  C1 1.398, C3 1.241, C15 1.441
12 C 2.62 1.10 -1.15  C7 1.450, C18 1.439, H20 1.094
13 H -4.28 -0.04 0.84  C8 1.044
14 H 0.68 1.93 -1.67  C18 1.088
15 C 0.65 -0.02 -0.37  C2 1.439, C11 1.441, C18 1.487
16 C -2.98 0.83 -0.62  C3 1.447, C8 1.400, H19 1.316
17 N 2.86 -0.76 0.39  C2 1.334, C7 1.364
18 C 1.19 1.07 -1.24  C12 1.439, H14 1.088, C15 1.487
19 H -3.68 1.27 -1.64  C16 1.316
20 H 3.08 1.79 -1.86  C12 1.094
21 H -1.14 0.81 -1.95  C3 1.219
22 N -2.61 -0.76 1.29  C1 1.378, C8 1.332

# 2
Below is the molecule C12H8O2S in a non-equilibrium geometry, with properties calculated with ωB97M-V/def2-TZVPD.

## Properties
- ΔE to the lowest compared entry with this formula, charge and spin (kJ/mol) = 167.42
- spin multiplicity = 1
- E_LUMO (eV) = 0.8

Bonds (Å) are listed after each position.
Cartesian coordinates (Å):
1 O -0.32 1.23 -0.17  C16 1.378, C20 1.338
2 C -3.98 0.67 -0.10  C7 1.365, H9 1.127, C15 1.398
3 H -4.88 -1.26 0.37  C7 1.120
4 C 1.20 -0.79 0.03  C11 1.384, C16 1.396, S21 1.814
5 C 1.90 1.52 0.12  H14 1.083, C16 1.395, C18 1.420
6 H -2.85 -2.60 0.25  C22 1.149
7 C -3.96 -0.67 0.13  C2 1.365, H3 1.120, C22 1.450
8 H 4.06 1.63 0.13  C18 1.050
9 H -4.93 1.23 0.12  C2 1.127
10 O 4.85 -0.75 -0.19  H12 0.951, C19 1.388
11 C 2.49 -1.28 0.12  C4 1.384, C19 1.466, H23 1.178
12 H 5.35 0.04 -0.38  O10 0.951
13 C -1.48 -0.89 -0.13  C20 1.421, S21 1.726, C22 1.418
14 H 1.75 2.59 0.14  C5 1.083
15 C -2.67 1.18 -0.11  C2 1.398, H17 1.016, C20 1.375
16 C 0.89 0.57 -0.04  O1 1.378, C4 1.396, C5 1.395
17 H -2.59 2.19 -0.08  C15 1.016
18 C 3.22 1.00 0.10  C5 1.420, H8 1.050, C19 1.348
19 C 3.57 -0.30 0.12  O10 1.388, C11 1.466, C18 1.348
20 C -1.46 0.53 -0.17  O1 1.338, C13 1.421, C15 1.375
21 S -0.16 -1.99 -0.09  C4 1.814, C13 1.726
22 C -2.76 -1.48 0.03  H6 1.149, C7 1.450, C13 1.418
23 H 2.74 -2.39 -0.20  C11 1.178